C27H32MgN5S as an isolated structure. Source: OMol25; level of theory: ωB97M-V/def2-TZVPD.

net charge	+1
LUMO energy	-2.52	eV
electronic energy	-1920.0119	Eh
Kohn-Sham gap	7.0	eV

Positions of all 66 atoms, in Å:
Mg 11.358 13.787 10.157
C 14.354 13.486 6.902
C 13.476 13.229 7.932
N 12.803 14.061 8.630
C 12.779 15.409 8.189
C 13.545 15.731 7.057
C 14.351 14.755 6.447
C 13.530 17.040 6.605
C 12.655 17.920 7.183
C 11.800 17.550 8.262
C 11.890 16.302 8.867
N 11.214 15.797 9.911
C 10.295 16.424 10.671
C 10.204 17.740 10.953
C 9.092 18.346 11.638
C 8.151 17.574 12.195
C 8.240 16.145 12.156
C 7.368 15.207 12.672
C 7.579 13.863 12.520
C 8.645 13.403 11.720
N 9.453 14.238 11.156
C 9.221 15.638 11.279
H 14.785 12.588 6.507
H 13.601 12.289 8.412
H 14.877 15.106 5.544
H 14.158 17.326 5.751
H 12.578 18.869 6.697
H 11.121 18.300 8.595
H 11.036 18.347 10.680
H 9.044 19.392 11.695
H 7.281 17.915 12.737
H 6.527 15.575 13.227
H 6.881 13.116 12.914
H 8.924 12.289 11.633
C 13.418 7.287 12.015
C 14.371 7.932 13.025
C 14.106 9.432 13.345
C 14.630 10.392 12.249
N 14.215 10.140 10.843
C 13.033 10.413 10.286
S 11.893 11.377 11.070
N 12.761 9.846 9.084
C 11.631 10.148 8.222
C 10.381 9.380 8.566
C 10.621 7.827 8.580
C 11.211 7.279 7.236
H 13.388 6.203 12.212
H 13.699 7.488 10.981
H 12.372 7.626 12.100
H 15.381 7.762 12.539
H 14.414 7.412 13.956
H 14.811 9.574 14.159
H 13.170 9.671 13.742
H 15.667 10.297 12.180
H 14.351 11.459 12.441
H 14.805 9.523 10.324
H 13.445 9.104 8.858
H 11.939 10.028 7.081
H 11.447 11.201 8.304
H 9.622 9.627 7.843
H 9.905 9.631 9.535
H 9.657 7.394 8.777
H 11.303 7.590 9.402
H 10.715 7.681 6.327
H 11.172 6.126 7.171
H 12.218 7.599 6.981